1.
Computed, not measured: a 3-piece molecular cluster, C4H13NO2 overall in a non-equilibrium geometry, with ωB97M-V/def2-TZVPD.

Summary:
Frontier orbital gap in eV: 9.49
HOMO level in hartree: -0.3264
SMILES string: C/C=C/CN.O.O
Relative energy (zero: lowest compared OMol25 entry of this formula, charge and spin) in kcal per mole: 67.1

Last column: Mulliken charge in e.
Atoms and positions in Å:
N  1.4284  1.0118  -1.7641  -0.613
C  1.2910  0.7001  -0.2557  -0.620
C  -0.9992  -2.3412  -0.5992  -1.440
C  -0.1714  -1.1714  -0.6424  -0.135
C  0.9607  -0.7057  0.1368  -0.125
H  0.9588  0.2691  -2.1756  0.268
H  2.3809  0.6429  -1.9602  0.274
H  2.3025  0.9982  0.0794  0.360
H  0.5572  1.3715  0.0814  0.234
H  -1.2242  -2.5462  0.5138  0.265
H  -0.3232  -3.1387  -0.8259  0.429
H  -1.8282  -2.4583  -1.2508  0.301
H  -0.5485  -0.4337  -1.3304  0.448
H  1.3959  -1.4131  0.8910  0.368
H  -3.6970  -0.6780  -0.3716  0.310
H  -2.4074  0.1535  -0.0329  0.322
O  -3.1074  0.0148  -0.6389  -0.644
H  0.3258  3.5968  3.6731  0.312
H  1.5221  2.5897  3.1619  0.330
O  1.1835  3.5379  3.3102  -0.643

Forces on atoms 1 to 3 (eV/Å):
N 2.053 -0.384 1.964
C 2.971 0.403 -1.261
C 0.869 -2.338 3.234



2.
Computed, not measured: C26H44Br3Cl3KN2O7V as an isolated structure in a non-equilibrium geometry, with ωB97M-V/def2-TZVPD.

Summary:
Frontier orbital gap in eV: 1.76
HOMO level in hartree: -0.2665

Last column: Mulliken charge in e.
Atoms and positions in Å:
C  6.5636  -2.1598  0.4996  -1.049
C  5.3812  -2.7066  1.2988  -0.455
N  4.3558  -1.6895  1.5820  -0.425
C  3.1110  -1.7482  0.9705  -0.079
C  2.6779  -0.8784  0.0266  1.085
C  3.5509  0.2761  -0.4203  -1.259
C  2.9596  1.4081  -1.2655  -0.329
C  2.9358  1.2806  -2.7856  -0.221
C  4.1135  0.5928  -3.4532  -1.127
C  3.9411  -0.9315  -3.4906  0.465
C  2.9217  -1.3815  -4.5176  -0.601
O  2.8395  -2.7960  -4.6293  -0.447
C  1.9660  -3.3869  -3.6978  -0.389
C  1.3399  -1.1100  -0.5366  0.397
O  1.0466  -0.7192  -1.6380  -0.623
C  0.3426  -1.9023  0.2512  0.115
C  -1.0764  -1.7092  -0.1530  -0.642
C  -2.0539  -2.8550  0.0895  1.022
C  -3.3504  -2.5271  -0.5574  -2.308
Cl  -1.3756  -4.4223  -0.6243  -0.390
C  0.7996  -2.7140  1.2053  -0.308
C  2.2311  -2.8580  1.4535  0.409
O  2.6890  -3.8115  2.0135  -0.603
H  7.5191  -2.4435  0.9401  0.335
H  6.5561  -2.5293  -0.5258  0.273
H  6.5444  -1.0678  0.4457  0.252
H  4.8988  -3.5105  0.7439  0.255
H  5.7150  -3.1517  2.2382  0.452
H  4.7423  -0.7619  1.4702  0.326
H  3.9061  0.7574  0.4991  0.611
H  4.4460  -0.1350  -0.9024  0.286
H  3.5164  2.3118  -1.0134  0.776
H  1.9297  1.5738  -0.9341  -0.623
H  2.0063  0.8331  -3.1316  0.065
H  2.8612  2.3461  -3.1559  0.049
H  5.0518  0.8671  -2.9643  0.404
H  4.1978  0.9539  -4.4842  0.488
H  4.8917  -1.4174  -3.7346  0.428
H  3.6345  -1.3106  -2.5110  -0.620
H  3.1983  -1.0245  -5.5124  0.338
H  1.9297  -0.9941  -4.2601  0.293
H  0.9282  -3.0617  -3.8395  0.237
H  2.2540  -3.1521  -2.6663  0.025
H  2.0277  -4.4666  -3.8421  0.356
H  -1.0771  -1.4251  -1.2092  0.375
H  -1.5594  -0.8570  0.3838  -0.109
H  -2.2087  -3.0341  1.1547  0.375
H  -4.0587  -3.2407  -0.2671  0.931
H  -3.6353  -1.4982  -0.2950  -0.035
H  -3.2342  -2.6431  -1.6116  0.642
H  0.1621  -3.3588  1.8037  0.420
Cl  3.7745  4.1268  -3.4499  -0.399
K  -3.9153  -4.6466  -1.1465  1.039
C  -8.7784  -5.9361  -0.0356  -0.301
Br  -8.0607  -6.1812  -1.8051  -0.035
Br  -8.7786  -7.5721  0.9521  0.022
Br  -7.8357  -4.5473  0.8934  -0.014
H  -9.8023  -5.6117  -0.1462  0.338
Cl  -3.4261  0.6333  0.5000  -0.797
C  -5.3687  1.5417  4.6523  0.100
O  -6.0249  1.2853  5.6483  -0.625
N  -4.7949  2.7334  4.4112  0.172
C  -4.0238  2.9730  3.2049  -0.455
C  -4.9648  3.7886  5.3902  -0.969
H  -5.1841  0.8097  3.8492  0.309
H  -2.9945  3.2385  3.4597  0.356
H  -4.4601  3.7849  2.6181  0.337
H  -4.0062  2.0819  2.5880  -0.205
H  -4.5629  3.4954  6.3607  0.295
H  -6.0189  4.0281  5.5337  0.297
H  -4.4400  4.6724  5.0346  0.367
C  0.9085  4.3640  1.2704  -0.494
C  0.4257  4.5631  -0.1714  -0.359
C  -0.6248  3.4645  -0.2888  0.356
O  -1.1920  3.3159  1.0124  -0.200
C  -0.3930  4.0021  1.9763  -0.490
H  1.3859  5.2437  1.6985  0.383
H  1.6118  3.5360  1.3249  0.106
H  -0.0377  5.5463  -0.2810  0.230
H  1.2099  4.4756  -0.9213  0.353
H  -0.1911  2.5197  -0.6254  -0.515
H  -1.4258  3.7115  -0.9879  0.083
H  -0.9201  4.9048  2.3093  0.316
H  -0.2594  3.3495  2.8401  0.319
O  -5.2165  4.8718  0.0992  -0.764
V  -3.8737  5.3861  -0.6609  1.763
O  -2.7951  6.2369  -1.5477  -0.764

Forces on atoms 1 to 3 (eV/Å):
C 0.129 0.115 -0.153
C -0.272 -0.482 0.197
N 0.050 0.674 -0.207



3.
Computed, not measured: a 4-piece molecular cluster, C5H18N2O3 overall in a non-equilibrium geometry, with ωB97M-V/def2-TZVPD.

Summary:
Frontier orbital gap in eV: 8.24
HOMO level in hartree: -0.2939
SMILES string: C=C(N)C[C@@H](C)N.O.O.O
Relative energy (zero: lowest compared OMol25 entry of this formula, charge and spin) in kcal per mole: 40.6

Last column: Mulliken charge in e.
Atoms and positions in Å:
C  1.4428  1.6188  -0.8851  -1.261
C  0.1495  0.9485  -1.4328  0.147
C  -0.5968  0.2396  -0.2561  -0.447
C  -1.6633  1.0716  0.4068  1.324
C  -1.9287  1.1477  1.7108  -1.402
N  -2.3903  1.8148  -0.5304  -0.393
N  0.4670  -0.1256  -2.3789  -0.568
H  1.5168  2.5491  -1.4318  0.335
H  1.1220  2.0343  0.0946  0.292
H  2.2665  0.9294  -0.7053  0.299
H  -0.2872  1.7631  -2.0057  0.396
H  -1.0910  -0.5732  -0.8131  0.274
H  0.1653  -0.1412  0.4045  -0.012
H  -2.8080  1.6911  2.0728  0.213
H  -1.4129  0.7880  2.5866  0.057
H  -3.0970  2.3745  -0.0935  0.207
H  -2.3780  1.5639  -1.5023  0.219
H  0.8388  -0.9925  -2.0263  0.143
H  0.8968  0.1726  -3.2382  0.198
H  -1.1589  -3.3892  -0.1390  0.311
H  0.1485  -4.0022  -0.4743  0.295
O  -0.4776  -3.3539  -0.8437  -0.598
H  0.9391  -1.5471  3.5542  0.314
H  0.3504  -0.3952  2.9492  0.278
O  1.2370  -0.7528  3.0869  -0.605
H  2.2866  -2.1016  1.2780  0.255
H  2.8776  -1.9154  -0.0801  0.284
O  2.5851  -1.4170  0.6922  -0.557

Forces on atoms 1 to 3 (eV/Å):
C -2.178 0.796 1.462
C 2.488 -1.251 0.532
C -0.716 0.720 -1.652



4.
Computed, not measured: a 3-piece molecular cluster, C3H11NO4 overall in a non-equilibrium geometry, with ωB97M-V/def2-TZVPD.

Summary:
Frontier orbital gap in eV: 9.53
HOMO level in hartree: -0.3334
SMILES string: NCCC(=O)O.O.O
Relative energy (zero: lowest compared OMol25 entry of this formula, charge and spin) in kcal per mole: 46.6

Last column: Mulliken charge in e.
Atoms and positions in Å:
C  -0.3942  0.8964  -1.4829  -0.566
C  -1.1259  -0.3546  -0.9145  -0.497
C  -0.6568  -0.5104  0.4980  0.597
O  -1.2626  0.4061  1.3099  -0.553
O  0.1626  -1.3122  0.8615  -0.704
N  -0.3675  2.2116  -0.8426  -0.654
H  -0.7740  0.8957  -2.5180  0.271
H  0.6145  0.6540  -1.5611  0.419
H  -0.7440  -1.1061  -1.6744  0.276
H  -2.0768  -0.0635  -0.8316  0.481
H  -0.9349  0.6323  2.2303  0.422
H  0.5054  2.7042  -1.0772  0.256
H  -0.3939  2.1338  0.1638  0.263
H  2.4566  -2.5628  -1.6152  0.294
H  1.5841  -1.9588  -0.5190  0.309
O  1.6837  -2.0013  -1.4536  -0.599
H  0.4409  -0.9120  2.7823  0.372
H  1.0987  0.3129  3.3491  0.337
O  0.1840  -0.0653  3.2954  -0.726

Forces on atoms 1 to 3 (eV/Å):
C -0.100 0.190 -0.847
C 4.567 0.609 -0.179
C -0.595 0.579 0.719